1.
C31H47NO3OsP2S | wB97M-V/def2-TZVPD

Summary:
2S+1   5
HOMO (spin up / spin down)   -11.95 / -13.71 eV
Net charge   +2

CARTESIAN COORDINATES (ANGSTROEM)
Os 0.304 -0.559 1.229
C -0.350 -2.381 2.025
C 1.006 -2.468 1.516
C 0.997 -0.988 3.312
C -0.333 -1.486 3.150
C 1.837 -1.615 2.335
C -1.523 -3.228 1.650
H -1.340 -3.755 0.711
H -2.409 -2.588 1.546
H -1.726 -3.963 2.443
C -1.414 -1.367 4.172
H -2.397 -1.312 3.688
H -1.278 -0.465 4.786
H -1.406 -2.243 4.834
C 1.485 -0.210 4.490
H 1.584 -0.849 5.381
H 0.787 0.597 4.732
H 2.462 0.243 4.290
C 3.340 -1.615 2.415
H 3.685 -2.263 3.238
H 3.713 -0.606 2.633
H 3.792 -1.984 1.491
C 1.550 -3.586 0.675
H 1.902 -4.386 1.348
H 2.403 -3.267 0.063
H 0.786 -4.003 0.016
C -1.516 0.230 -4.740
C -1.383 -1.098 -4.884
C -0.582 -1.769 -5.968
C 0.823 -1.156 -6.209
C 1.510 -0.642 -4.968
C 1.425 0.636 -4.549
C 0.553 1.707 -5.143
C -0.838 1.225 -5.653
H -1.106 -1.756 -6.942
H 0.736 -0.369 -6.970
H -0.473 -2.828 -5.690
H -0.708 0.829 -6.672
H -2.247 0.651 -4.028
H -1.972 -1.777 -4.255
H -1.472 2.120 -5.772
H 0.404 2.472 -4.361
H 2.102 0.995 -3.764
H 1.063 2.208 -5.988
H 1.443 -1.939 -6.668
H 2.194 -1.343 -4.468
P -0.677 -0.433 -0.897
P 2.056 0.807 0.191
C 0.223 0.890 -1.850
C 1.155 1.796 -1.055
H -0.507 1.464 -2.441
H 0.781 0.245 -2.538
H 1.880 2.310 -1.703
H 0.569 2.565 -0.536
C 3.014 1.923 1.264
H 3.486 1.366 2.079
H 2.381 2.688 1.720
H 3.801 2.410 0.677
C 3.262 -0.247 -0.695
H 3.742 0.293 -1.518
H 2.775 -1.138 -1.098
H 4.040 -0.579 -0.004
C -2.408 0.022 -0.894
H -2.924 -0.521 -0.092
H -2.838 -0.221 -1.868
H -2.520 1.091 -0.687
C -0.471 -2.010 -1.786
H 0.547 -2.398 -1.712
H -0.724 -1.940 -2.844
H -1.149 -2.729 -1.318
O -3.072 0.082 2.023
C -2.328 0.998 2.435
N -0.985 1.077 2.119
S -0.295 2.547 2.579
O 0.865 2.370 3.434
O -0.137 3.429 1.441
C -1.692 2.976 3.531
C -1.785 4.051 4.417
C -2.969 4.197 5.165
C -4.053 3.326 4.945
C -3.956 2.292 4.005
C -2.735 2.106 3.319
H -0.950 4.732 4.518
H -3.031 4.979 5.911
H -4.981 3.475 5.505
H -4.801 1.661 3.782

Charges in e, computed with Löwdin, in the same order as the atoms: 1.47 -0.34 -0.38 -0.29 -0.32 -0.34 0.02 0.08 0.09 0.12 0.01 0.08 0.10 0.12 0.01 0.13 0.07 0.09 -0.01 0.12 0.07 0.07 0.00 0.12 0.08 0.08 -0.11 -0.14 -0.17 -0.18 -0.10 -0.16 -0.17 -0.17 0.13 0.11 0.11 0.11 0.10 0.10 0.12 0.10 0.09 0.13 0.12 0.11 0.79 0.82 -0.37 -0.34 0.10 0.04 0.11 0.07 -0.19 0.04 0.03 0.08 -0.19 0.07 0.04 0.05 -0.21 0.04 0.06 0.08 -0.20 0.04 0.02 0.05 0.03 -0.48 -0.17 0.67 -0.30 -0.28 -0.24 0.00 -0.02 -0.02 0.04 -0.13 0.13 0.12 0.13 0.13

2.
C5H8O2S | wB97M-V/def2-TZVPD

Summary:
SMILES   CC(=O)[C@@H](O)C(C)=S
2S+1   1
HOMO   -8.81 eV
Net charge   0

CARTESIAN COORDINATES (ANGSTROEM)
C 0.325 0.406 -0.329
C -1.206 0.012 0.032
C -2.054 1.186 0.291
C 1.299 -1.970 0.146
C 1.604 -0.532 0.035
O 0.479 1.762 -0.101
O -1.568 -1.116 0.236
S 2.926 0.252 0.260
H 0.147 0.241 -1.435
H -1.740 1.626 1.162
H -1.660 1.833 -0.452
H -3.132 0.855 0.335
H 2.239 -2.451 0.211
H 0.725 -2.216 -0.691
H 0.488 -2.141 0.865
H 1.128 2.255 -0.566

Charges in e, computed with Löwdin, in the same order as the atoms: -0.32 -0.38 0.00 -0.10 -0.78 -0.07 0.08 0.83 0.17 0.07 0.07 0.13 0.07 0.07 0.10 0.07

3.
C6H25NO8 | wB97M-V/def2-TZVPD

Summary:
SMILES   Cc1c[nH]cc1C.O.O.O.O.O.O.O.O
2S+1   1
HOMO   -8.84 eV
Net charge   0

CARTESIAN COORDINATES (ANGSTROEM)
C 0.674 -0.010 1.761
C 0.627 -0.540 0.379
C 0.025 -1.740 0.036
N 0.135 -1.959 -1.323
C 0.551 -0.769 -1.867
C 0.904 0.105 -0.863
C 1.378 1.529 -1.088
H -0.251 0.280 2.258
H 1.217 0.944 1.707
H 1.267 -0.611 2.462
H -0.085 -2.530 0.756
H -0.047 -2.829 -1.787
H 0.538 -0.406 -2.883
H 1.537 2.031 -0.132
H 2.390 1.475 -1.508
H 0.839 2.077 -1.870
H -3.554 0.000 0.190
H -4.567 1.090 -0.287
O -3.770 0.629 -0.589
H -2.944 0.200 -2.231
H -3.638 0.855 -3.359
O -2.815 0.386 -3.179
H 2.109 -2.744 1.115
H 3.178 -2.294 2.014
O 2.591 -3.056 1.889
H -3.766 2.432 0.159
H -3.032 3.650 -0.112
O -3.201 3.061 0.644
H -2.037 -1.093 0.226
H -1.866 -0.046 1.247
O -2.477 -0.773 1.038
H 3.257 -0.293 0.610
H 4.478 0.498 1.103
O 3.562 0.279 1.335
H -1.475 2.774 1.366
H -0.085 2.638 0.830
O -0.549 2.670 1.688
H 3.516 -2.998 -0.106
H 2.275 -2.238 -0.713
O 3.111 -2.673 -0.919

Charges in e, computed with Löwdin, in the same order as the atoms: -0.06 -0.28 -0.15 0.04 -0.07 -0.23 -0.03 0.07 0.06 0.08 0.14 0.16 0.13 0.06 0.08 0.09 0.04 0.05 -0.11 -0.01 0.03 -0.09 -0.02 0.04 -0.05 0.01 0.07 -0.06 0.05 0.05 -0.03 0.02 0.06 -0.05 0.01 0.02 -0.07 0.03 -0.02 -0.05